<i>
ORCA calculation (ωB97M-V/def2-TZVPD) on a molecular structure, C2H6N4O2.

The geometry in ORCA input format:
```
! wB97M-V def2-TZVPD RIJCOSX def2/J DEFGRID3
* xyz 0 1
C -0.55640 -0.89437 -0.20417
C 1.99395 0.04324 0.29960
N -0.20709 -2.10222 -0.31954
N -1.73178 -0.48135 0.51538
N 0.27761 0.15009 -0.52269
N -0.20176 1.46458 -0.34638
O 2.13293 1.17799 0.68340
O 2.28178 -1.07613 0.18255
H 0.56190 -2.21715 -0.98704
H -1.43411 -0.48585 1.47080
H -2.39652 -1.22696 0.50057
H -1.21253 1.44061 -0.18086
H 0.11067 1.99357 -1.25825
H 0.38136 2.21394 0.16663
*
```

## Properties
HOMO energy ... -8.8 eV
E_LUMO ... 0.073 eV
Orbital gap ... 8.8 eV

<ii>
ORCA calculation (ωB97M-V/def2-TZVPD) on a molecular structure, C2H6N4O2.

The geometry in ORCA input format:
```
! wB97M-V def2-TZVPD RIJCOSX def2/J DEFGRID3
* xyz 0 1
C 1.40765 -0.28541 0.11205
C -1.35488 1.03275 -0.09816
H 2.87515 -0.00959 -0.98162
H 2.27049 -1.93724 -0.68727
H 1.85579 1.77360 -0.07448
H -2.19764 1.65439 0.06986
H -0.54111 -0.90737 -0.03023
H -2.70858 -1.53347 -0.84151
N 2.54563 -0.73560 -0.33236
N 1.07413 1.04864 -0.06471
N -0.19702 1.63793 0.18142
N -1.39376 -0.30114 -0.33607
O 0.53980 -0.92856 0.81483
O -2.54900 -0.95558 -0.02433
*
```

## Properties
HOMO energy ... -7.9 eV
E_LUMO ... 0.143 eV
Orbital gap ... 8.0 eV

The data favor <i>; the next most stable structure lies 2.558 eV above it.

<i>
ORCA calculation (ωB97M-V/def2-TZVPD) on a single C6H4O molecule.

The geometry in ORCA input format:
```
! wB97M-V def2-TZVPD RIJCOSX def2/J DEFGRID3
* xyz 0 1
C -2.32967 -0.14291 -0.79980
C -0.99211 0.09357 -0.26699
C 0.10873 0.27859 0.19332
C 1.38169 0.52192 0.81583
O 1.70930 1.55393 1.33703
C 2.03303 -1.17609 1.26231
C 2.68644 -0.48333 0.43060
H -2.61510 0.64879 -1.49917
H -3.05625 -0.14949 0.01900
H -2.38292 -1.10540 -1.31670
H 3.45685 -0.03959 -0.17544
*
```

## Properties
HOMO energy ... -10.2 eV
E_LUMO ... -0.868 eV
Orbital gap ... 9.4 eV

<ii>
ORCA calculation (ωB97M-V/def2-TZVPD) on a single C6H4O molecule.

The geometry in ORCA input format:
```
! wB97M-V def2-TZVPD RIJCOSX def2/J DEFGRID3
* xyz 0 1
C 1.14496 -1.56701 -0.24362
C 2.00554 0.55913 0.48035
C 0.89901 -0.06891 0.16244
C -0.55171 0.25039 0.00747
O -1.25621 -0.67334 -0.34512
C -1.20587 1.53308 0.22490
C -1.96847 2.46001 0.33982
H 1.19784 -1.61463 -1.33682
H 0.32149 -2.24092 0.04896
H 2.06005 -1.92035 0.22218
H -2.64661 3.28256 0.43944
*
```

## Properties
HOMO energy ... -10.6 eV
E_LUMO ... -0.917 eV
Orbital gap ... 9.7 eV

The data favor <i>; the next most stable structure lies 0.121 eV above it.

<i>
ORCA calculation (ωB97M-V/def2-TZVPD) on a single C6H4O molecule.

The geometry in ORCA input format:
```
! wB97M-V def2-TZVPD RIJCOSX def2/J DEFGRID3
* xyz 0 1
C 2.77877 -0.28806 0.31006
C 1.68425 0.23769 0.32534
C 0.33033 0.67623 0.25550
C -0.59513 1.49227 -0.14959
C -1.12234 0.17190 0.32221
C -1.31184 -1.04809 -0.53859
O -0.55146 -1.39334 -1.41160
H 3.71313 -0.82745 0.29272
H -0.96531 2.47979 -0.39043
H -1.82454 0.21286 1.17688
H -2.13587 -1.71380 -0.19252
*
```

## Properties
HOMO energy ... -9.1 eV
Structure (SMILES) ... C#CC1=C[C@H]1C=O
E_LUMO ... 0.498 eV
Orbital gap ... 9.6 eV

<ii>
ORCA calculation (ωB97M-V/def2-TZVPD) on a single C6H4O molecule.

The geometry in ORCA input format:
```
! wB97M-V def2-TZVPD RIJCOSX def2/J DEFGRID3
* xyz 0 1
C 2.97824 -0.63352 0.40634
C 2.01448 -0.77130 1.14495
C 1.21864 0.50036 1.01169
O 1.59066 1.55737 1.45840
C 0.02507 0.32076 0.22898
C -1.04966 0.11255 -0.27106
C -2.38135 -0.14113 -0.79330
H 3.78818 -0.26878 -0.17847
H -2.68532 0.64289 -1.49102
H -3.08365 -0.14916 0.04629
H -2.42768 -1.11109 -1.29503
*
```

## Properties
HOMO energy ... -10.1 eV
Structure (SMILES) ... C#CC(=O)C#CC
E_LUMO ... 0.142 eV
Orbital gap ... 10.2 eV

<iii>
ORCA calculation (ωB97M-V/def2-TZVPD) on a single C6H4O molecule.

The geometry in ORCA input format:
```
! wB97M-V def2-TZVPD RIJCOSX def2/J DEFGRID3
* xyz 0 1
C 3.14135 0.32355 0.29578
C 1.87636 0.08008 0.28668
C 0.48974 0.06978 0.71194
C -0.44372 1.00265 0.35466
C -1.50567 0.27948 -0.25929
C -1.16820 -1.03560 -0.16901
O 0.00179 -1.18735 0.46139
H 1.85928 -0.34791 -0.75509
H -0.31647 2.07655 0.40911
H -2.33852 0.69404 -0.80318
H -1.59594 -1.95527 -0.53298
*
```

## Properties
HOMO energy ... -9.0 eV
E_LUMO ... -0.084 eV
Orbital gap ... 9.0 eV

The data favor <i>; the next most stable structure lies 0.338 eV above it.

<i>
ORCA calculation (ωB97M-V/def2-TZVPD) on a single C6H4O molecule.

The geometry in ORCA input format:
```
! wB97M-V def2-TZVPD RIJCOSX def2/J DEFGRID3
* xyz 0 1
C 3.23023 -0.80227 0.55894
C 2.24715 -0.10715 0.58385
C 1.20038 0.90596 0.66202
O 1.45265 2.00250 1.11778
C -0.10750 0.52871 0.16396
C -1.18666 0.18581 -0.25361
C -2.48654 -0.25214 -0.75136
H 4.13867 -1.36284 0.55390
H -2.87694 0.45583 -1.48864
H -3.20316 -0.31674 0.07325
H -2.40828 -1.23767 -1.22008
*
```

## Properties
HOMO energy ... -10.2 eV
Structure (SMILES) ... C#CC(=O)C#CC
E_LUMO ... -0.261 eV
Orbital gap ... 10.0 eV

<ii>
ORCA calculation (ωB97M-V/def2-TZVPD) on a single C6H4O molecule.

The geometry in ORCA input format:
```
! wB97M-V def2-TZVPD RIJCOSX def2/J DEFGRID3
* xyz 0 1
C -1.88478 2.46513 1.20879
C -1.18847 1.49404 1.37414
C -0.40586 0.37455 1.38952
C 0.20253 -0.61137 0.99785
C 0.50621 -0.62275 -0.44679
C 1.52982 -1.24886 -1.26332
O 0.18055 -1.70335 -1.28025
H -2.52315 3.30923 1.10037
H 0.18744 0.34649 -0.83098
H 2.26111 -1.94917 -0.87986
H 1.81643 -0.64009 -2.12167
*
```

## Properties
HOMO energy ... -9.5 eV
Structure (SMILES) ... C#CC#C[C@H]1CO1
E_LUMO ... -0.487 eV
Orbital gap ... 9.0 eV

<iii>
ORCA calculation (ωB97M-V/def2-TZVPD) on a single C6H4O molecule.

The geometry in ORCA input format:
```
! wB97M-V def2-TZVPD RIJCOSX def2/J DEFGRID3
* xyz 0 1
C 3.22585 -0.37031 0.77774
C 2.07431 -0.05785 0.66547
C 0.70331 0.27780 0.48991
O 0.12909 1.21106 1.02397
C -0.01666 -0.56053 -0.39303
C -1.00323 -0.92778 -1.00247
C -2.15308 0.05525 -0.68365
H 4.25061 -0.59230 0.93254
H -1.98266 0.97464 -1.25707
H -2.12774 0.38162 0.36906
H -3.09983 -0.39161 -0.92246
*
```

## Properties
HOMO energy ... -10.3 eV
Structure (SMILES) ... C#CC(=O)C#CC
E_LUMO ... -0.608 eV
Orbital gap ... 9.7 eV

<iv>
ORCA calculation (ωB97M-V/def2-TZVPD) on a single C6H4O molecule.

The geometry in ORCA input format:
```
! wB97M-V def2-TZVPD RIJCOSX def2/J DEFGRID3
* xyz 0 1
C 3.85823 -0.05313 0.12899
C 2.67698 -0.30686 0.09563
C 1.30484 -0.43190 0.06194
C 0.09956 -0.31456 0.03802
C -1.19446 0.33874 0.05450
C -2.51849 -0.19731 -0.27204
O -2.12772 0.02345 1.07167
H 4.87883 0.25232 0.14637
H -1.06037 1.40845 -0.10944
H -2.66947 -1.23560 -0.55752
H -3.24794 0.51642 -0.65813
*
```

## Properties
HOMO energy ... -9.5 eV
Structure (SMILES) ... C#CC#C[C@H]1CO1
E_LUMO ... 0.706 eV
Orbital gap ... 10.2 eV

The data favor <i>; the next most stable structure lies 1.160 eV above it.

<i>
ORCA calculation (ωB97M-V/def2-TZVPD) on a single C6H4O molecule.

The geometry in ORCA input format:
```
! wB97M-V def2-TZVPD RIJCOSX def2/J DEFGRID3
* xyz 0 1
C 2.79832 -0.36417 0.15508
C 1.89478 0.43664 0.05527
C 0.54348 0.62155 -0.24982
C -0.61115 1.24251 0.09692
C -1.63797 0.26266 0.13936
C -1.18640 -0.95049 -0.26771
O 0.06552 -0.92251 -0.66216
H 3.55688 -1.10877 0.08796
H -0.84638 2.29835 0.25946
H -2.61985 0.45126 0.51070
H -1.77730 -1.86617 -0.20345
*
```

## Properties
HOMO energy ... -8.2 eV
Structure (SMILES) ... C#Cc1ccco1
E_LUMO ... 0.594 eV
Orbital gap ... 8.8 eV

<ii>
ORCA calculation (ωB97M-V/def2-TZVPD) on a single C6H4O molecule.

The geometry in ORCA input format:
```
! wB97M-V def2-TZVPD RIJCOSX def2/J DEFGRID3
* xyz 0 1
C -0.52067 -1.52715 -0.80713
C -0.94836 -0.34858 -1.11100
C -1.28729 0.81884 -0.43581
C -0.41754 -0.59738 0.41339
C 0.84300 0.13565 0.70060
C 0.85962 1.35501 0.15070
O -0.28580 1.80041 -0.42935
H -0.46126 -2.57042 -1.06757
H -1.12310 -0.84638 1.20486
H 1.67016 -0.29635 1.24950
H 1.67123 2.07636 0.13183
*
```

## Properties
HOMO energy ... -8.3 eV
E_LUMO ... 0.954 eV
Orbital gap ... 9.2 eV

The data favor <i>; the next most stable structure lies 2.056 eV above it.

<i>
ORCA calculation (ωB97M-V/def2-TZVPD) on a single C6H4O molecule.

The geometry in ORCA input format:
```
! wB97M-V def2-TZVPD RIJCOSX def2/J DEFGRID3
* xyz 0 1
C -1.15745 -0.55607 -2.75046
C -1.13272 -0.60291 -1.54904
C -1.07719 -0.73235 -0.10520
O -1.94414 -0.31809 0.63203
C 0.21295 -1.28466 0.37992
C 0.87693 -0.37655 0.85937
C 1.29294 0.86484 1.47220
H -1.19952 -0.54357 -3.81534
H 2.25780 0.76503 1.96682
H 0.52364 1.13938 2.20494
H 1.34676 1.64496 0.70475
*
```

## Properties
HOMO energy ... -10.1 eV
Structure (SMILES) ... C#CC(=O)C#CC
E_LUMO ... 0.471 eV
Orbital gap ... 10.6 eV

<ii>
ORCA calculation (ωB97M-V/def2-TZVPD) on a single C6H4O molecule.

The geometry in ORCA input format:
```
! wB97M-V def2-TZVPD RIJCOSX def2/J DEFGRID3
* xyz 0 1
C -0.60375 -0.35970 -1.79275
C 1.01610 2.10388 -0.76503
C 0.62780 1.15739 -0.01777
C 0.12684 -0.01112 0.43349
O -0.46329 -0.84092 -0.41033
C 0.23622 -0.35952 1.83042
C 0.42921 -0.42959 3.02109
H -1.48650 0.28570 -1.83823
H -0.71919 -1.27274 -2.36546
H 0.24200 0.22764 -2.17538
H 0.59457 -0.50103 4.07997
*
```

## Properties
HOMO energy ... -9.8 eV
E_LUMO ... -1.343 eV
Orbital gap ... 8.5 eV

<iii>
ORCA calculation (ωB97M-V/def2-TZVPD) on a molecular structure, C6H4O.

The geometry in ORCA input format:
```
! wB97M-V def2-TZVPD RIJCOSX def2/J DEFGRID3
* xyz 0 1
C -1.86281 2.51812 0.75267
C -1.09990 1.54520 0.48448
C -0.21913 0.48872 0.08935
C 0.36491 -0.50719 0.81032
C 1.03259 -1.34034 -0.13532
C 0.81514 -0.77003 -1.34895
O 0.04663 0.33446 -1.23622
H -2.09721 1.33283 1.20355
H 0.30903 -0.62395 1.88383
H 1.59214 -2.24238 0.06648
H 1.13331 -1.01671 -2.35118
*
```

## Properties
HOMO energy ... -9.3 eV
E_LUMO ... 0.676 eV
Orbital gap ... 9.9 eV

The data favor <iii>; the next most stable structure lies 0.693 eV above it.

<i>
ORCA calculation (ωB97M-V/def2-TZVPD) on a molecular structure, C3H5N3O.

The geometry in ORCA input format:
```
! wB97M-V def2-TZVPD RIJCOSX def2/J DEFGRID3
* xyz 0 1
N -1.63612 -0.66984 -0.25292
C -0.45944 0.06317 0.16012
C -0.89937 0.92098 1.11822
O 0.17407 1.57377 1.57881
N 1.32799 1.13689 0.90694
C 0.94368 0.20682 0.06075
N 1.86977 -0.50124 -0.70268
H -1.96018 -0.53001 -1.20876
H -1.65815 -1.66039 -0.01425
H -2.12019 0.12009 0.63508
H 1.62092 -0.55539 -1.68211
H 2.79702 -0.10485 -0.59920
*
```

## Properties
HOMO energy ... -8.9 eV
E_LUMO ... 0.274 eV
Orbital gap ... 9.2 eV

<ii>
ORCA calculation (ωB97M-V/def2-TZVPD) on a single C3H5N3O molecule.

The geometry in ORCA input format:
```
! wB97M-V def2-TZVPD RIJCOSX def2/J DEFGRID3
* xyz 0 1
N -1.79406 -0.84766 0.02134
C -0.40445 -0.39480 -0.06940
N 0.56263 -1.32231 -0.15024
N 1.64569 -0.45287 -0.09880
C 1.41359 0.85618 0.05588
C 0.04871 0.92398 0.05122
O -0.79624 1.99340 -0.12880
H -1.77020 -1.28338 0.94217
H -1.92248 -1.84447 -0.53368
H 2.59721 -0.76661 0.02669
H 2.20173 1.49902 0.20008
H -1.78213 1.63952 -0.31647
*
```

## Properties
HOMO energy ... -8.4 eV
Structure (SMILES) ... Nc1n[nH]cc1O
E_LUMO ... 0.932 eV
Orbital gap ... 9.4 eV

The data favor <ii>; the next most stable structure lies 2.935 eV above it.

<i>
ORCA calculation (ωB97M-V/def2-TZVPD) on a single C3H5N3O molecule.

The geometry in ORCA input format:
```
! wB97M-V def2-TZVPD RIJCOSX def2/J DEFGRID3
* xyz 0 1
C -0.10934 -1.15925 -1.29484
C -0.59196 -0.20148 -0.34756
O -1.91919 -0.01160 -0.21567
N -1.98509 0.77807 0.85969
N -0.90063 1.01354 1.29187
C 0.05547 0.54706 0.56184
N 1.38378 0.91880 0.73818
H -0.24067 -2.11902 -0.97219
H 1.03116 -1.14952 -0.95751
H -0.09832 -0.92234 -2.39969
H 1.59248 1.97351 1.08906
H 1.78230 0.33224 1.64683
*
```

## Properties
HOMO energy ... -9.7 eV
Structure (SMILES) ... Cc1onnc1N
E_LUMO ... 0.716 eV
Orbital gap ... 10.4 eV

<ii>
ORCA calculation (ωB97M-V/def2-TZVPD) on a single C3H5N3O molecule.

The geometry in ORCA input format:
```
! wB97M-V def2-TZVPD RIJCOSX def2/J DEFGRID3
* xyz 0 1
H 2.69493 -0.81772 -0.30045
N 2.07223 -0.10549 0.03380
C 0.80645 -0.19356 -0.13844
C 0.19352 1.12771 0.05675
N -1.22035 0.73880 0.33268
C -1.44616 -0.60577 0.09472
O -2.46169 -1.24766 0.19171
N -0.17116 -1.14468 -0.27303
H 1.34956 1.30510 0.57958
H 0.21472 1.73609 -0.85694
H -2.01414 1.34694 0.48538
H -0.01791 -2.13974 -0.20575
*
```

## Properties
HOMO energy ... -9.5 eV
Structure (SMILES) ... [H]/N=C1/CNC(=O)N1
E_LUMO ... 0.810 eV
Orbital gap ... 10.3 eV

The data favor <ii>; the next most stable structure lies 2.204 eV above it.